Formula: C43H60GeN5O2PbS
Source: the OMol25 dataset
Level of theory: wB97M-V/def2-TZVPD

Cartesian coordinates (Å):
Pb  -1.16851  0.30546  0.94646
C  -0.25841  3.70391  -0.68729
C  -1.46660  4.00376  0.21696
C  -1.53470  5.49238  0.57664
C  -2.76293  3.54579  -0.42505
C  -3.20170  4.11279  -1.59519
C  -4.42410  3.73042  -2.16273
C  -5.23691  2.76531  -1.56165
C  -4.86892  2.16530  -0.37870
C  -5.73359  1.08301  0.22359
C  -5.56725  -0.21502  -0.58277
C  -7.20291  1.50335  0.31416
C  -3.60481  2.55839  0.20618
N  -3.13999  1.95277  1.30410
C  -3.78678  1.95606  2.53176
O  -4.61338  2.77476  2.85403
C  -3.30975  0.89776  3.48717
C  -3.91166  0.75363  4.71795
C  -3.47545  -0.27112  5.55138
C  -2.44945  -1.10269  5.13147
C  -1.89358  -0.89463  3.87911
N  -2.32346  0.08082  3.07960
C  -0.78455  -1.79572  3.36434
O  -0.35606  -2.66181  4.11276
N  -0.40432  -1.54411  2.09000
C  0.54875  -2.47924  1.54670
C  1.91180  -2.39657  1.88089
C  2.76595  -3.42076  1.47952
C  2.31243  -4.46421  0.69603
C  0.98359  -4.50011  0.31049
C  0.07716  -3.53645  0.75045
C  -1.39712  -3.66039  0.38738
C  -1.87341  -5.11369  0.30212
C  -1.68518  -2.94546  -0.94300
C  2.48889  -1.23991  2.69142
C  3.58356  -0.45475  1.90458
C  3.04906  -1.72584  4.03429
H  0.66921  3.80590  -0.11281
H  -0.21042  4.40645  -1.52308
H  -0.30630  2.69184  -1.09884
H  -1.34492  3.44906  1.14432
H  -1.64759  6.10648  -0.32105
H  -0.61630  5.80301  1.08285
H  -2.37913  5.70072  1.23785
H  -2.60512  4.87780  -2.08098
H  -4.75318  4.20016  -3.08361
H  -6.17528  2.49388  -2.03204
H  -5.39559  0.87706  1.23254
H  -5.89178  -0.07443  -1.61820
H  -6.17299  -1.00928  -0.14410
H  -4.52340  -0.55269  -0.59341
H  -7.65791  1.60580  -0.67422
H  -7.30664  2.45202  0.84422
H  -7.76785  0.74581  0.85904
H  -4.70611  1.43594  4.99811
H  -3.94367  -0.42541  6.51702
H  -2.06435  -1.91722  5.73246
H  3.80236  -3.40975  1.81087
H  2.98855  -5.25942  0.39701
H  0.63672  -5.32296  -0.30516
H  -1.96895  -3.17164  1.17494
H  -1.51813  -5.60414  -0.60856
H  -2.96439  -5.14589  0.28462
H  -1.53192  -5.69489  1.16144
H  -0.99360  -3.29392  -1.71622
H  -1.56667  -1.85952  -0.87130
H  -2.70507  -3.15082  -1.28214
H  1.66905  -0.56415  2.90868
H  4.55435  -0.47624  2.40526
H  3.31674  0.60210  1.77384
H  3.75382  -0.91462  0.90804
H  3.90312  -2.39227  3.88714
H  2.27705  -2.27324  4.57740
H  3.38019  -0.88331  4.65117
N  -1.95659  0.29153  -4.10938
C  -0.68209  -0.08730  -4.45020
C  0.01983  -0.00097  -3.28820
N  -0.78100  0.42752  -2.25182
C  -1.96976  0.59071  -2.78586
H  -2.74372  0.32357  -4.73421
H  -0.40444  -0.38159  -5.45065
H  1.06691  -0.22978  -3.14262
H  -2.86219  0.92435  -2.26670
C  6.09368  1.34269  -4.14416
C  4.66412  1.27435  -3.61188
C  4.49844  2.00727  -2.28052
C  3.15030  1.77086  -1.59863
Ge  2.62291  -0.04214  -1.26824
C  3.13714  -1.72947  -2.04266
C  4.41174  -2.30733  -1.41891
C  5.59562  -1.33551  -1.41585
C  6.71182  -1.79940  -0.48317
H  6.21067  0.73033  -5.04054
H  6.80630  0.98515  -3.39550
H  6.36585  2.36853  -4.40563
H  4.38577  0.22452  -3.48173
H  3.97365  1.70025  -4.34697
H  4.58970  3.08211  -2.45264
H  5.31121  1.72944  -1.60504
H  2.31112  2.14861  -2.19980
H  3.08535  2.24656  -0.61622
H  1.40840  -0.03487  -0.33667
H  3.29024  -1.52441  -3.10376
H  2.26725  -2.37659  -1.92423
H  4.67232  -3.20057  -1.99021
H  4.20846  -2.63427  -0.40684
H  5.24981  -0.33994  -1.09210
H  5.98481  -1.21472  -2.42961
H  6.39106  -1.76200  0.56153
H  7.60454  -1.18009  -0.58612
H  6.99516  -2.83122  -0.71020
S  0.62461  2.34460  3.90416
C  0.17135  1.67782  2.64357

The spin multiplicity is 2. The expectation value of S² is 0.777. For the HOMO-LUMO gap (alpha / beta), the calculation gives 6.63 / 5.51 eV. As for the total charge: +2. The value obtained for the energy above the lowest of the compared OMol25 structures with the same formula, charge and spin is 8.52 kcal/mol. For the total energy, the calculation gives -4766.16070 a.u. The maximum force is 1.1 eV/Å.

Results of the Mulliken charge analysis, in e, for atoms 1 through 99: number 1, Pb, carries 1.910; number 2, C, carries -1.133; number 3, C, carries 1.242; number 4, C, carries -1.670; number 5, C, carries 1.051; number 6, C, carries -0.391; number 7, C, carries -1.653; number 8, C, carries -0.396; number 9, C, carries 0.785; number 10, C, carries 0.962; number 11, C, carries -1.328; number 12, C, carries -1.722; number 13, C, carries -0.615; number 14, N, carries 0.936; number 15, C, carries -1.036; number 16, O, carries -0.603; number 17, C, carries 0.460; number 18, C, carries -0.679; number 19, C, carries -0.616; number 20, C, carries -0.643; number 21, C, carries 0.286; number 22, N, carries 0.485; number 23, C, carries -0.089; number 24, O, carries -0.683; number 25, N, carries 0.561; number 26, C, carries -0.669; number 27, C, carries 0.759; number 28, C, carries -0.598; number 29, C, carries -1.329; number 30, C, carries -0.638; number 31, C, carries 0.766; number 32, C, carries 0.929; number 33, C, carries -1.930; number 34, C, carries -1.147; number 35, C, carries 1.619; number 36, C, carries -0.146; number 37, C, carries -1.809; number 38, H, carries 0.389; number 39, H, carries 0.495; number 40, H, carries -0.061; number 41, H, carries -0.154; number 42, H, carries 0.366; number 43, H, carries 0.454; number 44, H, carries 0.407; number 45, H, carries 0.475; number 46, H, carries 0.433; number 47, H, carries 0.400; number 48, H, carries 0.008; number 49, H, carries 0.297; number 50, H, carries 0.500; number 51, H, carries 0.163; number 52, H, carries 0.350; number 53, H, carries 0.401; number 54, H, carries 0.462; number 55, H, carries 0.590; number 56, H, carries 0.470; number 57, H, carries 0.596; number 58, H, carries 0.362; number 59, H, carries 0.476; number 60, H, carries 0.302; number 61, H, carries -0.044; number 62, H, carries 0.356; number 63, H, carries 0.477; number 64, H, carries 0.406; number 65, H, carries 0.209; number 66, H, carries -0.051; number 67, H, carries 0.507; number 68, H, carries -0.753; number 69, H, carries 0.516; number 70, H, carries 0.011; number 71, H, carries -0.565; number 72, H, carries 0.414; number 73, H, carries 0.380; number 74, H, carries 0.489; number 75, N, carries -0.004; number 76, C, carries -1.117; number 77, C, carries -0.520; number 78, N, carries 0.257; number 79, C, carries -0.375; number 80, H, carries 0.218; number 81, H, carries 0.431; number 82, H, carries 0.482; number 83, H, carries 0.310; number 84, C, carries -1.565; number 85, C, carries 0.238; number 86, C, carries -1.051; number 87, C, carries -0.459; number 88, Ge, carries 0.006; number 89, C, carries -0.503; number 90, C, carries -0.835; number 91, C, carries 0.505; number 92, C, carries -1.586; number 93, H, carries 0.389; number 94, H, carries 0.333; number 95, H, carries 0.410; number 96, H, carries -0.135; number 97, H, carries 0.479; number 98, H, carries 0.496; number 99, H, carries 0.350